1.
Below is 2 unconnected molecules or ions with the total composition ClHNO3P at a distorted geometry, with properties calculated with ωB97M-V/def2-TZVPD.

* energy above the lowest of the compared OMol25 structures with the same formula, charge and spin: 73.1 kJ/mol
* net charge: -2
* strongest force on any atom: 0.028 hartree/bohr

```
7
ClHNO3P (ωB97M-V/def2-TZVPD)
Cl -1.722 -1.494 -2.975
P 0.415 0.670 1.868
O 1.771 0.117 2.021
O 0.193 2.078 1.481
N -0.481 -0.381 -2.359
O -0.646 -0.196 2.423
H 0.470 -0.793 -2.460
```

Quick look at the Löwdin charges, all values in e: -0.05 0.20 -0.41 -0.40 -0.73 -0.41 -0.20



2.
Below is a molecular structure, C46H39BrN5O3S2W, with properties calculated with ωB97M-V/def2-TZVPD.

* energy above the lowest of the compared OMol25 structures with the same formula, charge and spin: 0.0 kJ/mol
* net charge: +1
* spin multiplicity: 3
* strongest force on any atom: 0.003 hartree/bohr

```
97
C46H39BrN5O3S2W (ωB97M-V/def2-TZVPD)
W -0.459 0.505 -0.165
C -1.977 2.988 1.044
H 2.339 1.923 7.341
H -4.113 4.441 -5.571
H 0.253 -4.786 -0.697
C -1.482 -2.696 1.833
C -2.758 2.804 -5.871
H -2.632 2.566 -2.023
N 0.083 2.342 0.478
H 1.900 -1.220 -1.600
H 3.114 2.049 -4.519
O -0.752 1.081 -1.902
C -3.862 -2.879 1.504
C 1.258 2.052 3.673
H -2.588 -5.804 2.616
C -2.622 -4.775 2.283
C -1.362 -1.750 -2.327
C 1.584 -2.729 3.461
C 1.421 -2.033 5.758
C -3.449 3.598 -3.714
H -1.483 5.344 2.729
O -0.325 -0.602 1.330
C 1.688 -0.907 -5.331
C 0.337 -1.227 5.427
H -0.268 -1.538 -4.753
H 0.959 2.317 -3.353
C -1.100 0.651 -3.207
C 2.941 0.595 3.333
Br 3.946 -0.455 2.098
N 1.661 0.582 -0.607
H -1.115 -5.097 -2.757
C -0.975 -4.115 -2.325
H 4.131 -0.036 5.022
C -1.459 -4.024 2.254
C 2.568 1.353 5.531
H 2.898 -3.399 5.017
H -0.528 -4.472 2.581
H -4.800 -2.415 1.226
H 2.094 -3.318 2.710
H 4.253 -0.842 -2.184
C 0.492 -1.942 3.131
C -0.150 -1.947 1.751
H 0.916 2.743 5.673
H 1.616 -1.972 0.550
C -3.500 3.686 -5.097
H -2.853 -0.219 -2.407
H 0.447 2.629 3.241
C 2.378 1.256 -4.558
S -3.205 4.085 1.608
C -1.550 -3.001 -2.896
C -1.966 1.842 -5.263
N -0.749 3.343 0.971
C 0.471 -0.753 -4.673
C 0.710 -2.574 0.654
H -0.156 -0.641 6.192
C 3.710 -0.090 -1.630
C -1.914 1.752 -3.876
H -1.715 5.891 1.052
H 1.662 3.708 0.616
C 3.313 0.568 4.661
H 5.345 1.319 -1.504
C 2.224 1.788 -0.287
C 2.402 -0.311 -1.298
C 1.170 1.407 -3.902
C 1.519 2.118 5.026
H -2.918 6.305 2.298
H -0.980 -0.568 3.869
C -2.216 5.548 1.953
H 3.984 3.017 -0.308
C 2.047 -2.777 4.772
H -2.790 2.869 -6.950
C -2.691 -2.129 1.468
H 1.777 -2.074 6.779
S -2.575 1.394 0.613
H -4.024 4.283 -3.104
C 1.356 2.719 0.309
C -2.006 -0.570 -3.005
H -2.147 -3.082 -3.794
C 0.208 0.399 -3.946
H 1.010 -3.582 0.934
H -4.742 -4.787 1.931
C -0.068 -2.683 -0.632
N 1.956 1.298 2.820
H -2.414 -0.895 -3.961
N -0.646 -1.588 -1.192
H 3.587 -0.025 -5.790
C -3.831 -4.204 1.902
C 3.567 2.062 -0.596
H 1.879 -1.809 -5.899
C 2.644 0.093 -5.272
C -2.662 2.632 -3.103
O 2.900 1.322 6.837
H -2.741 -1.089 1.180
C -0.125 -1.184 4.124
C 4.310 1.124 -1.259
H -1.375 1.169 -5.873
C -0.214 -3.943 -1.185
```

Quick look at the Löwdin charges, all values in e: 1.62 -1.08 0.12 0.11 0.13 -0.15 -0.07 0.08 -0.23 0.11 0.11 -0.34 -0.06 -0.12 0.11 -0.06 -0.23 -0.06 -0.08 -0.06 0.04 -0.33 -0.06 -0.07 0.11 0.13 -0.41 -0.70 0.82 -0.03 0.12 0.00 0.12 -0.02 -0.32 0.11 0.12 0.11 0.11 0.12 -0.16 -0.41 0.12 0.10 -0.08 0.14 0.10 -0.07 0.87 -0.01 -0.02 -0.05 -0.02 -0.06 0.11 -0.06 -0.15 0.04 0.14 -0.04 0.12 -0.29 -0.14 -0.02 0.00 0.04 0.13 -0.39 0.13 -0.07 0.11 -0.03 0.11 0.62 0.11 -0.08 -0.04 0.13 -0.17 0.12 0.11 -0.23 0.05 0.14 0.08 0.11 -0.08 -0.01 0.11 -0.08 -0.02 0.09 0.03 -0.01 -0.06 0.12 0.01



3.
Below is a molecular structure, C58H50NO3P2RhTe, with properties calculated with ωB97M-V/def2-TZVPD.

* energy above the lowest of the compared OMol25 structures with the same formula, charge and spin: 0.0 kJ/mol
* net charge: +2
* strongest force on any atom: 0.013 hartree/bohr

```
116
C58H50NO3P2RhTe (ωB97M-V/def2-TZVPD)
C 4.388 1.325 3.387
H 3.693 2.794 -4.260
C 3.338 -1.718 -0.043
N 2.956 -3.083 0.220
H 5.448 -2.737 -0.739
C 0.148 -2.876 -1.679
C 3.830 -5.308 0.775
C -2.672 5.408 -0.545
C 1.659 3.349 1.478
C 4.863 -6.232 0.746
C 6.093 -5.915 0.194
C -4.105 2.629 -2.347
H -2.594 6.375 -2.459
H 1.281 3.531 3.589
H -1.102 -2.581 2.683
C -2.103 4.452 0.286
H -7.228 0.810 -3.700
C 0.006 -3.111 -4.456
H 1.663 0.243 5.080
H 1.607 -3.436 1.842
C -4.128 1.562 2.225
H -2.010 -2.399 -4.257
H -2.727 -4.099 3.756
C 4.004 -4.027 0.235
O -2.922 1.462 -0.127
C -1.534 -4.794 0.148
H 4.311 4.659 -0.153
C 2.319 0.454 4.246
H 2.150 -3.644 -1.894
C -5.919 1.054 -2.033
C 1.168 -3.459 -3.786
H -6.068 2.488 -5.092
H -6.890 0.905 0.325
H -3.070 1.772 2.151
C 3.533 1.092 4.455
C -0.517 3.897 -1.439
C 2.807 0.321 1.875
C 4.035 0.936 2.104
H -0.673 5.031 -3.252
C -2.161 5.617 -1.820
P 0.201 -2.581 0.109
C -4.780 1.702 -1.534
C -4.577 2.918 -3.613
C 2.504 3.666 0.422
H 0.326 3.321 -1.795
C -5.703 2.268 -4.098
C 4.384 1.881 -2.446
C -1.051 -3.684 0.836
H 4.852 5.391 2.147
H -4.135 1.716 4.353
C -4.725 1.530 3.466
H 3.821 1.398 5.452
H 1.348 2.078 -3.932
H 4.698 -7.212 1.174
H 3.661 -1.613 -1.084
C -1.085 4.863 -2.265
C 1.962 0.068 2.965
C 3.415 2.231 -3.379
C -6.364 1.331 -3.311
C -3.605 -1.662 0.553
H 6.894 -6.640 0.177
H -2.832 -6.496 0.211
H -6.420 0.284 -1.468
C 1.747 1.112 -2.059
H 3.335 4.825 4.013
H 7.231 -4.370 -0.759
C -4.893 1.351 1.056
C -2.458 -5.637 0.751
C -1.020 -2.530 -2.363
O -2.549 -1.178 0.513
H -2.504 1.548 -1.003
H 5.414 2.170 -2.603
C -6.848 1.023 2.433
H -4.071 3.661 -4.215
C -1.023 3.693 -0.160
H 4.197 -1.451 0.588
H 1.478 -4.500 0.452
H 4.724 1.137 1.297
H -2.483 4.323 1.293
C -1.486 -3.438 2.139
O -4.659 -2.128 0.595
C 3.654 4.402 0.668
H -1.883 -2.174 -1.812
H 4.813 0.859 -0.630
H -7.902 0.803 2.524
H 5.339 1.813 3.554
C 3.105 4.497 3.007
H -0.050 -3.206 -5.532
H 0.723 0.786 -1.908
C -2.895 -5.383 2.043
C -2.402 -4.287 2.741
H -1.193 -5.004 -0.859
H 1.052 -0.477 2.733
P 2.188 -0.288 0.262
C -1.094 -2.653 -3.740
C 1.949 3.768 2.770
C -6.085 1.257 3.572
H -6.556 1.232 4.546
Te -0.154 2.305 1.192
C 3.957 4.813 1.959
H -3.262 3.196 -1.963
C 5.255 -3.709 -0.309
Rh -0.004 -0.405 0.545
H 2.279 3.349 -0.587
H 2.904 -5.599 1.247
H 2.022 -3.831 -4.337
C 2.708 0.780 -1.107
H -3.500 6.006 -0.186
C 2.099 1.834 -3.191
C 1.242 -3.347 -2.403
C 4.037 1.144 -1.326
C -6.268 1.085 1.184
C 6.277 -4.645 -0.327
H -3.614 -6.042 2.511
C -4.221 1.473 -0.212
C 1.680 -3.466 0.744
```

Here are the Löwdin charges for atoms 1 to 99, given in e: -0.06 0.12 -0.27 -0.19 0.09 -0.35 -0.03 -0.07 -0.49 -0.07 -0.09 0.00 0.12 0.10 0.10 -0.15 0.12 -0.06 0.11 0.11 0.01 0.11 0.11 -0.22 0.05 -0.07 0.11 -0.07 0.10 0.00 -0.05 0.12 0.11 0.08 -0.06 -0.12 -0.36 -0.08 0.12 -0.07 0.94 -0.12 -0.03 -0.13 0.07 -0.02 -0.05 -0.37 0.11 0.12 -0.03 0.12 0.11 0.11 0.09 -0.07 -0.15 -0.05 -0.03 -0.40 0.11 0.11 0.11 -0.14 0.12 0.11 -0.13 -0.05 -0.11 0.11 0.13 0.12 -0.03 0.12 -0.51 0.10 0.09 0.09 0.10 -0.12 0.25 -0.06 0.09 0.10 0.12 0.12 -0.07 0.11 0.07 -0.06 -0.07 0.11 0.05 0.93 -0.07 -0.15 -0.01 0.13 1.48



4.
Below is 2 unconnected molecules or ions with the total composition C3H11N2O at a distorted geometry, with properties calculated with ωB97M-V/def2-TZVPD.

* energy above the lowest of the compared OMol25 structures with the same formula, charge and spin: 163.3 kJ/mol
* net charge: +1
* strongest force on any atom: 0.087 hartree/bohr

```
17
C3H11N2O (ωB97M-V/def2-TZVPD)
C -0.110 -1.279 1.116
H -0.780 -0.827 1.804
H -0.177 -2.083 -0.875
N 1.586 1.707 -0.143
H 2.249 1.229 -0.842
H -1.050 -3.114 0.408
H 1.416 2.677 -0.236
N 0.941 -0.349 0.619
H 0.309 -2.084 1.905
O -1.687 0.949 -1.588
C -0.811 -2.053 0.069
H -1.744 -1.543 -0.117
H -2.363 1.744 -1.449
C 0.670 0.946 0.457
H -0.158 1.521 0.941
H -2.216 0.514 -2.332
H 1.827 -0.814 0.302
```

Quick look at the Löwdin charges, all values in e: -0.26 0.10 0.11 0.16 0.18 0.11 0.11 0.06 0.17 -0.15 -0.10 0.06 0.11 -0.13 0.18 0.08 0.19



5.
Below is 6 unconnected molecules or ions with the total composition C24H30N6 at a distorted geometry, with properties calculated with ωB97M-V/def2-TZVPD.

* SMILES string: c1cc[nH]c1.c1cc[nH]c1.c1cc[nH]c1.c1cc[nH]c1.c1cc[nH]c1.c1cc[nH]c1
* energy above the lowest of the compared OMol25 structures with the same formula, charge and spin: 400.6 kJ/mol
* strongest force on any atom: 0.110 hartree/bohr

```
60
C24H30N6 (ωB97M-V/def2-TZVPD)
H 3.073 0.967 -3.511
C 0.845 1.553 -5.775
C -4.433 3.597 -3.436
N 0.066 -2.029 0.106
C 4.586 -1.994 0.393
N 2.118 1.562 -5.286
C -2.469 -0.294 5.541
C 0.669 -1.769 3.796
N 4.878 -0.759 0.906
H 0.654 1.818 -6.813
N -2.816 3.440 -1.940
H 4.964 -2.936 0.693
H -2.569 -2.092 4.441
H -4.274 1.555 -4.200
H -3.034 -0.886 -0.436
C -1.103 -1.634 0.670
H 1.368 -3.479 4.974
H -3.711 5.333 -2.082
H -2.141 -0.657 6.457
C -2.012 -1.303 -0.537
H 2.521 0.081 -1.192
C 2.153 1.095 -4.014
C 0.892 0.851 -3.585
N -2.508 1.025 5.219
C -3.733 4.353 -2.486
C 0.031 -1.990 -1.234
H 4.313 1.246 0.615
C -1.187 -1.577 -1.653
C 3.526 -1.762 -0.681
C -2.645 -0.990 4.407
C 2.632 -2.685 3.315
H -3.103 -0.376 2.334
H -2.949 2.221 3.460
H -2.329 1.745 5.949
C 3.228 -0.419 -0.609
C -2.805 1.265 3.884
H 0.896 -2.279 0.631
H -2.127 3.665 -1.258
C 1.558 -2.773 4.140
H -1.211 -1.513 1.737
C -2.930 -0.115 3.362
H -1.451 -1.340 -2.706
C -3.019 2.154 -2.349
H 3.213 -1.217 1.907
H 0.743 0.410 -2.639
H 3.468 -3.340 3.346
N 2.525 -1.572 2.542
H -1.161 1.085 -4.605
H 0.869 -2.304 -1.794
H -2.434 1.373 -1.943
C -3.969 2.289 -3.511
H 2.986 1.711 -5.836
H -0.268 -1.632 4.275
H -5.284 3.924 -3.969
C 4.057 0.241 0.287
H 1.007 -0.015 2.160
H 3.074 -2.532 -1.264
H 5.509 -0.559 1.662
C -0.055 1.181 -4.553
C 1.291 -0.911 2.703
```

Quick look at the Löwdin charges, all values in e: 0.09 -0.08 -0.15 0.00 -0.09 -0.03 -0.17 -0.08 -0.03 0.09 -0.02 0.09 0.12 0.06 0.08 -0.08 0.11 0.09 0.10 -0.06 0.06 -0.18 -0.17 -0.02 -0.10 -0.19 0.11 -0.16 -0.06 -0.18 -0.16 0.07 0.08 0.16 -0.14 -0.05 0.12 0.13 -0.14 0.06 -0.09 0.11 -0.08 0.05 0.05 0.10 -0.01 0.08 0.09 0.07 -0.08 0.17 0.04 0.08 -0.09 0.10 0.07 0.15 -0.04 -0.05



6.
Below is a gas-phase ion, C24H42IN6O3S (charge +1) at a distorted geometry, with properties calculated with ωB97M-V/def2-TZVPD.

* SMILES string: CCCCCCCCCCCCN1C(NI)=[N+](CCOCC)[C@](N=C=S)(N=C(C)C)O[C@H]1OC#N
* energy above the lowest of the compared OMol25 structures with the same formula, charge and spin: 0.0 kJ/mol
* net charge: +1
* strongest force on any atom: 0.070 hartree/bohr

```
77
C24H42IN6O3S (ωB97M-V/def2-TZVPD)
H -1.914 3.465 1.615
H -1.962 1.013 4.330
I 3.121 -2.322 -3.819
H 0.074 5.369 1.338
C 1.577 -4.670 0.387
C 0.583 3.246 -2.919
H 1.077 -3.007 1.596
H -2.715 4.871 2.287
O 2.500 -5.225 1.278
C 0.679 -0.068 1.114
C -1.737 4.422 2.109
H -1.248 -2.447 -2.219
C -0.737 2.719 3.772
H 3.876 -5.541 -0.269
C -0.107 3.547 -0.470
H 0.465 4.035 -3.662
N -0.145 -0.952 1.268
H -2.003 1.396 2.594
C 4.683 -6.125 1.627
C -0.942 -1.397 -2.134
C -3.768 -3.386 -0.021
C -3.334 -1.306 1.406
N 0.550 -2.576 -0.435
H 0.595 -5.076 0.645
H -0.006 4.691 3.354
N 0.462 -1.272 -2.435
C -2.774 -2.475 0.645
H 1.970 0.161 -1.903
C 0.956 0.129 -2.304
H 4.755 -5.713 2.631
N -1.520 -2.776 0.568
H 0.085 2.344 3.156
H -0.671 2.648 -0.737
H -1.367 6.351 1.108
H 1.984 2.564 -4.472
C 3.842 -5.187 0.769
H -2.118 4.313 -0.454
H -2.899 2.383 3.767
C -1.115 4.723 -0.318
H 0.331 0.721 -1.632
S 1.930 0.875 1.050
O -1.212 -0.966 -0.835
H 2.458 2.116 -2.801
H -4.365 -1.463 1.705
H 1.756 -4.955 -0.658
C 1.104 -2.194 -1.602
H 1.097 4.923 -1.654
C -0.580 -1.793 0.114
N -3.691 0.340 -2.086
H -4.687 -3.414 0.569
C 1.452 -3.137 0.586
H 1.426 0.240 -4.432
C 1.625 2.246 -3.496
H -0.948 5.481 -1.083
H -0.428 2.656 4.817
H 4.226 -7.112 1.637
H 0.396 3.343 0.477
H 5.675 -6.188 1.178
O -1.683 -0.654 -3.083
C -1.979 1.822 3.598
H 4.198 -4.155 0.865
H -2.687 -1.070 2.248
H -1.535 4.680 4.245
C -0.976 4.198 3.441
H 1.928 3.450 -1.184
H 2.715 -3.419 -1.472
H -4.028 -2.997 -1.007
H 2.434 -2.660 0.528
H -3.394 -4.408 -0.056
C -0.991 5.327 1.097
H -0.393 2.769 -2.816
H -3.301 -0.424 0.751
N 2.224 -2.735 -2.028
C 0.975 3.846 -1.542
C -2.736 -0.057 -2.588
C 0.968 0.852 -3.655
H -0.053 1.041 -3.989
```

Quick look at the Löwdin charges, all values in e: 0.09 0.07 1.05 0.10 -0.21 -0.18 0.14 0.11 -0.13 -0.71 -0.20 0.19 -0.25 0.12 -0.22 0.11 0.16 0.04 -0.06 -0.30 -0.01 -0.01 0.10 0.13 0.10 0.03 -0.33 0.10 -0.16 0.08 0.16 0.07 0.09 0.11 0.11 -0.26 0.11 0.08 -0.20 0.11 0.84 0.04 0.10 0.09 0.12 -0.37 0.11 -0.46 0.21 0.08 -0.09 0.07 -0.17 0.10 0.10 0.09 0.07 0.08 0.11 -0.11 0.12 0.08 0.11 -0.20 0.09 0.05 0.10 0.13 0.09 -0.20 0.10 0.09 -0.32 -0.18 -0.29 -0.20 0.10